The ion C5H12N3O with charge +1 in a non-equilibrium geometry, computed with the ωB97M-V functional and the def2-TZVPD basis.

Atoms and positions in Å:
C1 0.924 1.555 0.387
C2 -0.409 -1.322 -0.301
C3 0.936 -0.820 0.398
C4 1.925 -2.038 0.147
C5 -3.104 0.955 0.274
N1 1.236 0.415 -0.232
N2 -1.580 -0.765 0.248
N3 1.336 2.756 0.003
O1 -2.102 0.271 -0.431
H1 -0.526 -1.036 -1.440
H2 -0.568 -2.395 -0.370
H3 0.556 -0.739 1.445
H4 1.562 -2.879 0.706
H5 2.949 -1.696 0.304
H6 1.943 -2.430 -0.834
H7 -3.293 0.394 1.246
H8 -3.946 1.196 -0.475
H9 -2.447 1.841 0.586
H10 1.641 0.425 -1.224
H11 1.929 2.777 -0.854
H12 1.037 3.533 0.417

Atomic forces in eV per Å
C -0.3169 0.1381 0.4242
C -2.1919 1.1490 -4.3111
C -1.3038 -2.7658 -0.7529
C -0.1894 2.1058 0.6812
C 0.1539 1.4655 1.3802
N 1.2495 2.0427 -0.8567
N -1.1083 1.8731 0.6098
N 1.9619 -5.9130 -3.3956
O 2.4487 -3.6535 -0.3957
H 1.2288 -0.2611 1.7687
H 0.2922 -0.2656 1.0033
H 1.2870 0.4796 -0.6764
H 0.3572 -0.1554 0.9232
H -0.0350 -0.4190 0.7202
H -0.4223 0.1719 -1.5567
H -0.4849 0.6294 -1.5189
H 1.3023 -0.3866 1.6443
H -1.6919 -0.3566 -0.3073
H -0.7029 -0.3744 1.7113
H -0.3967 0.7235 0.9907
H -1.4376 3.7722 1.9141

Output
HOMO-LUMO gap (alpha / beta) = 4.9710 / 8.3780 eV
LUMO (alpha / beta) = -6.950 / -5.148 eV
net charge = +1
energy = -11884.4059 eV
energy above the lowest of the compared OMol25 structures with the same formula, charge and spin = 748.05 kJ/mol